Entry 1:
C2H12NO2 | ωB97M-V/def2-TZVPD

Summary:
Total charge = +1
HOMO energy = -13.6 eV
Frontier orbital gap = 10.369 eV
Maximum force = 2.0 eV Å⁻¹
ΔE to the lowest compared entry with this formula, charge and spin = 105.9 kJ/mol
LUMO level = -3.27 eV
Molar mass = 82.12 g mol⁻¹

Each line ends with the Löwdin charge.
Cartesian coordinates (Å):
1 C -2.1981 0.7506 0.6035  0.023
2 N -1.0689 0.6059 -0.4118  -0.025
3 C -0.1762 -0.5936 -0.0212  0.025
4 H -1.7332 1.2204 1.4647  0.107
5 H -2.4872 -0.2554 0.8757  0.099
6 H -2.9856 1.3672 0.1892  0.105
7 H -1.4014 0.4890 -1.3680  0.107
8 H -0.4151 1.3735 -0.3329  0.162
9 H -0.3554 -0.7377 1.0356  0.093
10 H -0.5195 -1.4814 -0.5463  0.104
11 H 0.8439 -0.3640 -0.2994  0.102
12 H 4.6959 -0.7246 2.5003  0.043
13 H 5.5114 -1.1316 3.6843  0.020
14 O 4.6260 -1.1991 3.3546  -0.064
15 H -0.9842 -0.5005 -3.4786  0.072
16 H -0.4984 0.7575 -4.0360  0.065
17 O -0.8541 0.4237 -3.2138  -0.039

Cartesian forces, eV/Å:
1.156 0.149 -0.469
0.342 -1.404 1.426
-1.048 0.337 -0.508
-0.249 0.099 0.145
-0.478 -0.008 -0.102
-0.133 -0.094 0.028
0.230 0.423 -0.320
-0.388 0.657 -0.488
0.542 -0.037 0.194
-0.027 0.080 -0.071
0.109 -0.055 0.183
-0.201 -0.440 0.690
0.786 -0.081 0.548
-0.581 0.531 -1.254
-0.157 0.038 0.316
0.215 0.801 -0.243
-0.116 -0.994 -0.077

***

Entry 2:
C14H20BrCl12NO6 | ωB97M-V/def2-TZVPD

Summary:
HOMO energy = -9.0 eV
Frontier orbital gap = 9.224 eV
Maximum force = 6.1 eV Å⁻¹
ΔE to the lowest compared entry with this formula, charge and spin = 110.2 kJ/mol
LUMO level = 0.23 eV
Molar mass = 803.65 g mol⁻¹

Each line ends with the Löwdin charge.
Cartesian coordinates (Å):
1 C -0.9223 2.1260 -0.0076  -0.067
2 C -0.3426 2.1428 -1.4174  -0.383
3 O -1.3202 2.8188 -2.2320  -0.096
4 C -0.1377 0.7204 -2.0241  -0.158
5 N -0.6480 -0.3507 -1.1453  -0.046
6 C -0.0527 -1.6784 -1.4448  -0.191
7 C 0.3234 -2.3858 -0.1359  -0.183
8 O 1.6660 -2.1146 0.2786  -0.038
9 C 1.8753 -0.7862 0.5933  -0.305
10 O 2.5311 -0.2532 -0.5739  0.055
11 C 3.7155 -0.9932 -0.5457  -0.570
12 O 4.1887 -1.5052 -1.4304  0.268
13 O 4.1314 -0.9866 0.7435  0.097
14 C 3.0751 -0.4936 1.5710  -0.208
15 C 3.0625 1.0107 1.7675  -0.124
16 C 4.0527 1.4525 2.8311  -0.815
17 O 3.8564 1.4605 3.9461  0.095
18 Br 5.7812 2.0586 2.1212  0.693
19 H -0.4216 1.4217 0.6501  0.049
20 H -1.9809 1.8806 -0.0345  0.078
21 H -0.7826 3.1243 0.4055  0.059
22 H 0.5894 2.7106 -1.4083  0.135
23 H -0.8522 3.1722 -2.9987  0.082
24 H -0.6999 0.6998 -2.9649  0.106
25 H 0.8962 0.5391 -2.3004  0.104
26 H -1.6371 -0.4144 -1.3545  0.097
27 H -0.7873 -2.2687 -1.9880  0.026
28 H 0.8685 -1.5779 -2.0111  0.122
29 H -0.4111 -2.1823 0.6368  0.044
30 H 0.2679 -3.4551 -0.3462  0.126
31 H 1.0311 -0.2199 0.9733  0.140
32 H 2.9707 -1.1005 2.4703  0.110
33 H 2.0699 1.3157 2.0912  0.093
34 H 3.3181 1.5433 0.8601  0.113
35 Cl 0.2593 0.7570 4.1957  0.571
36 C 0.5261 -0.8043 4.9756  -1.495
37 Cl -0.9141 -1.3075 5.8583  0.536
38 Cl 0.9940 -2.0252 3.7803  0.573
39 H 1.3372 -0.6977 5.6848  0.021
40 Cl -3.0092 -3.0149 0.2880  0.563
41 C -3.1951 -3.5025 1.9753  -1.516
42 Cl -3.4619 -5.2438 2.0890  0.536
43 Cl -1.7678 -3.0405 2.8903  0.520
44 H -4.0605 -2.9996 2.3880  0.017
45 Cl -2.7215 -1.6004 -4.4073  0.532
46 C -1.9288 -3.1169 -4.8511  -1.531
47 Cl -0.3845 -2.8036 -5.6425  0.535
48 Cl -1.7046 -4.1354 -3.4276  0.550
49 H -2.5682 -3.6432 -5.5480  0.012
50 Cl -4.1759 7.4381 -0.8726  0.521
51 C -3.4031 5.8922 -1.2369  -1.550
52 Cl -1.8386 6.1463 -2.0100  0.534
53 Cl -3.2190 4.9215 0.2191  0.547
54 H -4.0388 5.3494 -1.9245  0.015

Cartesian forces, eV/Å:
0.481 0.447 -0.094
-0.685 -0.859 -0.137
0.393 0.401 0.039
-0.445 0.154 0.111
0.731 -0.006 -0.756
-0.426 0.609 1.098
-0.284 -0.690 -1.141
-0.786 0.036 1.433
1.512 0.646 0.526
-0.567 -0.068 -0.557
-3.049 3.114 4.307
2.913 -2.349 -4.515
0.947 -0.088 0.655
-1.462 -1.338 -1.374
1.004 0.385 0.303
0.259 -0.149 -4.653
-0.725 -0.004 5.208
0.118 -0.008 -0.157
0.065 -0.134 -0.088
-0.061 -0.016 0.004
-0.278 0.057 0.090
0.099 -0.037 -0.133
-0.219 -0.027 0.066
0.088 0.192 -0.083
0.195 -0.067 0.361
-0.043 -0.039 0.312
0.295 -0.190 -0.034
-0.069 0.002 -0.348
0.176 0.305 0.235
0.354 -0.118 0.277
-0.515 -0.072 -0.862
0.537 0.278 -0.031
-0.009 0.022 0.206
-0.137 -0.206 -0.293
-0.020 -0.028 0.004
-0.087 0.007 0.005
0.083 0.007 0.024
0.095 0.051 0.248
0.012 0.015 -0.052
-0.221 0.008 -0.114
0.081 -0.185 -0.055
-0.073 0.025 0.001
-0.225 -0.024 0.033
0.031 0.020 -0.032
-0.017 -0.013 0.002
0.125 0.088 0.048
-0.052 -0.014 0.012
-0.140 -0.231 -0.129
-0.001 0.018 0.026
-0.021 -0.035 -0.022
0.081 -0.005 0.011
-0.010 0.092 -0.052
-0.079 0.003 0.065
0.032 0.014 0.000

***

Entry 3:
C6H10 | ωB97M-V/def2-TZVPD

Summary:
HOMO energy (spin up / spin down) = -8.3 / -6.6 eV
Frontier orbital gap (spin up / spin down) = 9.231 / 6.856 eV
Maximum force = 2.3 eV Å⁻¹
ΔE to the lowest compared entry with this formula, charge and spin = 473.3 kJ/mol
LUMO level (spin up / spin down) = 0.93 / 0.24 eV
Molar mass = 82.15 g mol⁻¹

Each line ends with the Löwdin charge.
Cartesian coordinates (Å):
1 C -0.0398 1.2277 1.6023  0.023
2 C 0.8999 0.1763 1.0191  -0.279
3 C 0.4536 -0.7004 -0.0104  -0.295
4 C 0.7457 -0.3753 -1.4484  -0.107
5 C -0.6939 0.1774 -1.2439  -0.178
6 C -0.9972 -0.9762 -0.2468  -0.114
7 H 0.4191 1.7494 2.4465  0.038
8 H -1.0227 0.8437 1.8944  0.042
9 H 0.9441 -0.4923 1.9138  0.137
10 H 1.9045 0.5644 0.8338  0.115
11 H 0.7711 -1.2242 -2.1403  0.106
12 H 1.5506 0.3352 -1.6494  0.105
13 H -1.3399 0.2998 -2.1182  0.105
14 H -0.6634 1.1209 -0.6681  0.097
15 H -1.1964 -1.9201 -0.7667  0.108
16 H -1.7108 -0.8003 0.5581  0.097

Cartesian forces, eV/Å:
0.419 -0.714 0.798
0.040 0.665 1.760
0.711 -2.047 -0.722
-0.349 0.536 0.216
-0.856 0.391 -0.916
0.003 0.507 -0.092
-0.099 0.249 -0.304
0.023 0.296 -0.402
0.383 0.252 0.001
-0.120 -0.003 0.041
-0.027 0.109 0.188
-0.121 -0.094 -0.004
-0.044 -0.013 -0.064
-0.077 -0.295 -0.508
0.064 0.170 0.124
0.049 -0.009 -0.116

***

Entry 4:
C5H14N2 | ωB97M-V/def2-TZVPD

Summary:
HOMO energy = -8.7 eV
Frontier orbital gap = 9.890 eV
Maximum force = 4.6 eV Å⁻¹
ΔE to the lowest compared entry with this formula, charge and spin = 199.9 kJ/mol
LUMO level = 1.17 eV
Molar mass = 102.18 g mol⁻¹

Each line ends with the Löwdin charge.
Cartesian coordinates (Å):
1 C 2.2471 0.8026 0.8200  -0.107
2 C 1.0429 0.0516 0.2619  -0.396
3 C 1.0885 -0.3240 -1.2082  -0.111
4 C -0.2687 1.1331 0.3899  -0.207
5 N -1.4815 0.6030 -0.2564  -0.094
6 C -1.9892 -0.6601 0.3669  -0.339
7 N -1.8451 -1.8326 -0.3994  0.006
8 H 2.2088 0.8625 1.9472  0.089
9 H 2.3714 1.8535 0.2703  0.121
10 H 3.0986 0.2152 0.5081  0.052
11 H 0.6699 -0.7798 0.8681  0.108
12 H 0.3235 -1.0441 -1.3566  0.014
13 H 0.8016 0.4591 -1.9967  0.105
14 H 2.1125 -0.6142 -1.6051  0.091
15 H 0.0176 2.2188 0.0596  0.132
16 H -0.4009 1.1769 1.4968  0.091
17 H -2.3744 1.1536 -0.2216  0.111
18 H -1.4153 -0.7726 1.3337  0.122
19 H -3.0101 -0.5097 0.5758  0.090
20 H -0.8509 -1.9472 -0.5898  0.037
21 H -2.3463 -2.0455 -1.2646  0.085

Cartesian forces, eV/Å:
-0.115 1.001 -0.572
-3.026 3.429 -0.720
1.575 1.170 -1.805
1.034 -0.031 0.705
-1.405 0.000 0.116
1.672 0.934 0.284
1.360 -1.754 -0.388
0.135 0.304 -1.309
-0.383 -2.124 1.479
0.662 -0.025 0.295
0.726 -0.079 0.007
-0.007 -0.936 -0.629
0.229 -0.388 1.646
-1.144 -0.359 0.814
-0.508 -2.198 0.165
-0.055 0.270 -0.367
2.064 0.457 -0.114
-0.796 -0.238 -0.744
-1.318 0.088 0.489
-0.580 -0.477 0.012
-0.119 0.958 0.634

***

Entry 5:
C6H8 | ωB97M-V/def2-TZVPD

Summary:
HOMO energy (spin up / spin down) = -7.5 / -7.5 eV
Frontier orbital gap (spin up / spin down) = 7.775 / 7.774 eV
Maximum force = 0.5 eV Å⁻¹
ΔE to the lowest compared entry with this formula, charge and spin = 514.8 kJ/mol
LUMO level (spin up / spin down) = 0.24 / 0.24 eV
Molar mass = 80.13 g mol⁻¹

Each line ends with the Löwdin charge.
Cartesian coordinates (Å):
1 C 0.0177 -0.2532 -1.8491  0.050
2 C -0.5321 1.0085 -0.0398  -0.173
3 C -1.2682 0.2405 0.8179  -0.073
4 C 0.5077 -0.6406 1.6523  0.000
5 C 1.2993 -0.7010 0.6808  -0.067
6 C 0.5834 0.3518 -0.7384  -0.374
7 H -0.9548 -0.7287 -1.7790  0.055
8 H 0.5245 -0.3124 -2.8109  0.055
9 H -0.6327 2.0880 -0.1059  0.109
10 H -1.4337 -0.8105 0.5889  0.082
11 H -2.0316 0.6908 1.4511  0.074
12 H 0.2044 -0.8095 2.6678  0.062
13 H 2.2607 -1.0997 0.4038  0.075
14 H 1.4554 0.9759 -0.9395  0.125

Cartesian forces, eV/Å:
0.018 -0.059 -0.014
-0.067 -0.068 0.239
-0.102 0.109 -0.163
0.338 -0.060 -0.279
-0.183 -0.088 0.438
-0.102 0.151 -0.283
0.128 0.089 0.030
-0.046 0.010 0.165
0.021 -0.164 0.005
0.075 0.125 0.033
0.133 -0.047 -0.100
0.047 0.031 -0.171
-0.154 0.070 0.041
-0.107 -0.098 0.059

***

Entry 6:
C16H29BCaF6N4O3 | ωB97M-V/def2-TZVPD

Summary:
HOMO energy = -8.0 eV
Frontier orbital gap = 8.462 eV
Maximum force = 0.5 eV Å⁻¹
ΔE to the lowest compared entry with this formula, charge and spin = 125.9 kJ/mol
LUMO level = 0.45 eV
Molar mass = 490.31 g mol⁻¹

Each line ends with the Löwdin charge.
Cartesian coordinates (Å):
1 Ca 0.6363 -1.0085 0.3657  1.498
2 C -3.6536 -1.8457 -1.5813  -0.053
3 C -3.2361 -0.4488 -1.1970  -0.186
4 C -2.6519 0.3961 -2.1430  -0.182
5 C -2.5229 -0.0524 -3.5775  -0.042
6 C -2.2018 1.6680 -1.7672  -0.192
7 C -1.5416 2.5764 -2.7766  -0.059
8 C -2.3658 2.1000 -0.4517  -0.184
9 C -1.8902 3.4671 -0.0365  -0.039
10 C -2.9962 1.2728 0.4869  -0.182
11 C -3.1738 1.7997 1.8892  -0.057
12 C -3.4497 0.0053 0.1138  -0.176
13 C -4.1966 -0.8868 1.0768  -0.040
14 H -4.6712 -1.8741 -1.9844  0.096
15 H -3.6168 -2.5207 -0.7299  0.069
16 H -2.9962 -2.2722 -2.3361  0.077
17 H -1.5292 -0.4539 -3.8005  0.093
18 H -2.6920 0.7706 -4.2698  0.076
19 H -3.2432 -0.8283 -3.8227  0.068
20 H -2.2436 3.2998 -3.2025  0.094
21 H -1.1170 2.0196 -3.6074  0.063
22 H -0.7256 3.1410 -2.3281  0.072
23 H -0.8723 3.4366 0.3655  0.091
24 H -2.5231 3.9030 0.7342  0.069
25 H -1.8768 4.1665 -0.8692  0.071
26 H -3.8855 2.6286 1.9354  0.090
27 H -2.2330 2.1749 2.2959  0.081
28 H -3.5570 1.0489 2.5754  0.045
29 H -3.5453 -1.6297 1.5497  0.079
30 H -4.9767 -1.4491 0.5665  0.079
31 H -4.6963 -0.3237 1.8616  0.068
32 C 5.2400 0.0510 -1.0685  -0.036
33 O 4.3778 -0.7619 -0.2632  0.008
34 C 3.6131 -0.1861 0.6512  -0.593
35 O 2.7703 -0.8891 1.2297  -0.085
36 N 3.7606 1.1108 0.9219  0.034
37 N 2.8965 1.7234 1.8792  0.088
38 H 5.8139 -0.6435 -1.6733  0.102
39 H 5.9256 0.6262 -0.4434  0.098
40 H 4.6301 0.6861 -1.7115  0.092
41 H 4.1381 1.7110 0.2069  0.136
42 H 1.9765 1.2927 1.7756  0.046
43 H 2.7813 2.6784 1.5539  0.092
44 N -1.3569 -0.4985 3.8797  0.206
45 C -0.1643 -0.4621 3.2492  -0.641
46 N 0.8847 -1.0923 3.8038  0.213
47 O -0.0250 0.1734 2.1818  -0.138
48 H -1.5616 -1.2605 4.5046  0.118
49 H -2.1287 -0.1887 3.3110  0.080
50 H 0.7473 -1.7755 4.5278  0.120
51 H 1.7503 -1.1183 3.2838  0.096
52 F 1.5814 1.7521 -0.9602  -0.181
53 C 1.1279 0.4993 -1.5524  -0.309
54 F 2.3006 0.0589 -2.2445  -0.152
55 H 0.4973 0.8555 -2.3703  0.031
56 F -0.9422 -2.4920 -0.1916  -0.057
57 B -0.6492 -3.4860 0.8690  -1.216
58 F -1.3551 -3.0914 1.9919  0.142
59 F 0.7577 -3.2558 1.1266  0.010
60 F -0.9064 -4.7272 0.4198  0.210

Cartesian forces, eV/Å:
-0.012 0.066 -0.460
-0.008 -0.157 -0.015
0.007 0.071 0.049
0.028 0.014 -0.001
0.013 -0.030 -0.128
0.000 -0.005 -0.023
0.111 0.010 -0.045
-0.066 -0.043 -0.010
0.052 0.181 0.033
-0.020 0.043 0.031
-0.025 0.030 0.166
0.036 -0.026 -0.098
-0.067 -0.082 0.092
-0.015 0.034 0.016
0.006 0.009 -0.002
0.034 0.039 0.024
0.025 0.001 0.063
-0.035 0.024 0.017
-0.021 0.019 -0.002
-0.053 -0.010 0.047
0.011 -0.031 -0.010
0.019 -0.030 0.010
0.016 -0.069 -0.002
-0.024 -0.016 -0.003
-0.039 -0.019 -0.013
-0.003 0.004 -0.090
0.036 -0.045 -0.017
0.023 -0.014 0.003
0.054 0.024 -0.010
-0.004 0.024 -0.039
0.009 0.013 -0.004
-0.047 -0.083 0.033
0.191 0.145 0.081
-0.275 -0.169 -0.101
0.100 0.087 0.218
0.106 0.081 -0.064
0.032 -0.046 -0.196
-0.049 0.015 -0.023
-0.023 0.020 -0.010
0.062 0.041 -0.025
-0.019 -0.004 0.047
0.022 0.017 0.036
-0.020 -0.006 0.072
-0.105 -0.070 0.043
0.177 -0.067 -0.171
-0.016 -0.173 0.209
-0.136 0.202 0.116
0.056 0.027 0.038
-0.007 0.026 -0.013
0.053 0.033 0.018
-0.020 0.048 -0.046
-0.072 -0.140 -0.023
0.333 0.183 0.016
-0.003 0.038 0.090
-0.091 0.003 -0.019
-0.088 -0.388 0.265
0.103 0.407 -0.290
-0.078 0.001 0.139
-0.259 -0.004 -0.058
-0.018 -0.258 0.036